# 1
Entry from OMol25: a 4-piece molecular cluster, C26H37BrNO2S overall (the ωB97M-V functional and the def2-TZVPD basis).

Results
Charge: +1
LUMO energy (eV): -4.0
Largest force on an atom (eV/A): 0.37
Calculated total energy (eV): -114016.40485

```
68
Properties=species:S:1:pos:R:3:forces:R:3:nbo_charge:R:1
C -0.538 -5.282 -2.948 0.105 -0.029 0.172 -0.63
C 0.563 -4.238 -3.005 0.007 -0.006 0.001 0.09
O 0.370 -3.380 -1.872 -0.136 -0.135 -0.135 -0.73
C 1.968 -4.841 -3.011 -0.068 -0.042 0.132 -0.25
N 2.957 -3.952 -3.647 0.031 0.112 0.205 -0.65
C 3.649 -3.053 -2.727 -0.299 0.160 0.074 -0.27
C 3.706 -1.614 -3.215 0.326 0.076 -0.050 -0.07
O 2.474 -0.895 -2.792 -0.232 -0.282 0.031 -0.69
S 1.722 0.170 -3.672 0.266 0.100 0.158 1.11
C 0.828 -0.643 -4.984 -0.226 -0.158 -0.149 -0.63
C 1.611 -1.400 -6.057 0.039 -0.034 0.268 -0.29
C 2.608 -0.536 -6.832 0.054 -0.012 -0.102 -0.66
Br 0.237 -2.138 -7.214 -0.066 -0.055 -0.069 0.07
H -0.538 -5.749 -1.959 0.006 -0.003 -0.079 0.23
H -1.516 -4.824 -3.103 0.093 -0.016 0.008 0.23
H -0.383 -6.062 -3.697 -0.049 0.125 0.014 0.22
H 0.476 -3.640 -3.921 -0.093 -0.079 -0.126 0.15
H 0.913 -2.598 -1.966 0.206 0.211 -0.005 0.46
H 2.250 -5.061 -1.971 -0.080 -0.079 -0.104 0.20
H 1.957 -5.791 -3.548 0.006 0.133 -0.084 0.22
H 3.644 -4.523 -4.115 0.021 -0.003 -0.138 0.38
H 4.677 -3.369 -2.519 -0.029 0.054 -0.063 0.22
H 3.130 -3.051 -1.759 0.181 0.018 -0.062 0.23
H 4.521 -1.064 -2.740 -0.106 -0.018 -0.012 0.22
H 3.793 -1.540 -4.301 -0.018 -0.100 0.075 0.19
H 2.729 0.675 -4.419 0.070 0.080 -0.047 0.12
H 0.256 0.189 -5.425 0.080 -0.064 0.081 0.28
H 0.108 -1.272 -4.445 0.078 0.008 -0.130 0.29
H 2.087 -2.273 -5.607 -0.046 0.052 -0.055 0.26
H 2.454 0.535 -6.664 -0.013 -0.074 -0.003 0.21
H 3.640 -0.794 -6.576 -0.109 0.100 0.034 0.23
H 2.503 -0.689 -7.906 0.041 -0.044 0.115 0.27
C -2.721 -3.765 0.617 -0.003 -0.016 -0.010 -0.15
C -1.776 -2.748 0.648 -0.040 0.024 0.017 -0.25
C -1.816 -1.804 1.666 0.030 0.027 -0.014 -0.21
C -2.791 -1.880 2.650 0.000 0.022 0.021 -0.22
C -3.733 -2.899 2.618 0.005 -0.001 -0.012 -0.21
C -3.698 -3.841 1.600 0.000 0.003 0.001 -0.23
H -2.694 -4.503 -0.176 0.004 0.001 -0.001 0.20
H -1.017 -2.701 -0.121 -0.020 -0.018 0.036 0.22
H -1.083 -1.006 1.696 0.006 -0.002 0.009 0.20
H -2.816 -1.143 3.443 -0.027 -0.010 0.013 0.21
H -4.492 -2.958 3.387 -0.004 0.002 0.002 0.22
H -4.433 -4.635 1.573 0.001 -0.005 0.001 0.22
C -2.508 3.933 5.655 -0.030 -0.003 0.019 -0.21
C -2.970 3.276 4.524 0.018 0.008 -0.018 -0.21
C -2.631 1.947 4.306 0.005 -0.017 -0.016 -0.24
C -1.838 1.274 5.225 0.016 -0.013 -0.021 -0.17
C -1.380 1.929 6.360 0.007 0.005 -0.004 -0.23
C -1.714 3.260 6.573 0.003 0.001 0.005 -0.22
H -2.764 4.972 5.820 -0.001 0.004 0.000 0.22
H -3.592 3.801 3.810 -0.007 0.000 0.001 0.21
H -2.986 1.437 3.419 -0.020 -0.004 0.008 0.21
H -1.575 0.236 5.059 0.005 -0.002 0.007 0.20
H -0.764 1.404 7.078 0.001 -0.002 0.002 0.21
H -1.353 3.773 7.455 -0.010 -0.002 0.009 0.22
C 0.696 8.246 4.081 -0.001 0.002 0.001 -0.21
C 0.750 7.076 4.826 0.000 0.002 -0.002 -0.21
C 0.079 5.942 4.390 0.038 0.005 -0.005 -0.22
C -0.644 5.978 3.205 -0.004 -0.005 -0.008 -0.21
C -0.697 7.147 2.459 0.001 -0.003 -0.003 -0.22
C -0.028 8.282 2.898 0.000 0.001 -0.002 -0.21
H 1.216 9.131 4.424 0.000 0.003 0.002 0.21
H 1.314 7.048 5.750 0.000 0.001 0.003 0.21
H 0.113 5.031 4.973 -0.003 -0.008 -0.004 0.22
H -1.169 5.092 2.870 -0.008 -0.002 0.008 0.21
H -1.264 7.177 1.537 -0.006 0.003 0.000 0.21
H -0.075 9.196 2.320 0.001 0.002 -0.002 0.21
```
Forces are in eV/Å.

***

# 2
Entry from OMol25: C25H57Cl6F3N3O15P2V as an isolated structure at a distorted geometry (the ωB97M-V functional and the def2-TZVPD basis).

Results
Charge: -1
LUMO energy (alpha / beta) (eV): 1.9 / 1.9
2S+1: 2
Largest force on an atom (eV/A): 5.21
Calculated total energy (eV): -189589.41954

```
112
Properties=species:S:1:pos:R:3:forces:R:3:mulliken_spin:R:1
O -0.976 5.032 0.828 -1.072 1.477 2.473 -0.02
V -0.113 4.425 -0.324 -0.879 -2.414 -1.842 0.98
O -1.002 4.590 -1.698 0.785 0.044 -0.302 -0.01
C -0.250 0.840 0.399 -0.906 2.191 -2.581 0.00
O -1.367 0.163 1.036 1.588 0.938 -0.016 0.00
O -0.705 2.203 0.048 2.391 -3.167 1.844 0.02
C 1.230 0.499 1.075 -3.523 -0.336 1.819 0.00
F 0.986 0.149 2.371 0.277 -0.519 0.356 0.00
F 1.964 -0.556 0.567 -0.723 0.636 -0.341 0.00
F 1.995 1.525 1.143 1.795 1.535 -0.620 0.00
C -1.534 -1.218 0.847 -0.811 -0.127 0.544 0.00
C -2.943 -1.578 1.396 0.488 -0.303 -0.731 0.00
H -3.726 -1.156 0.766 0.085 0.432 0.215 0.00
H -3.124 -2.652 1.344 0.259 -0.207 -0.026 0.00
H -3.088 -1.303 2.441 0.170 0.341 -0.117 0.00
H -0.797 -1.823 1.375 0.346 0.040 0.307 0.00
H -1.429 -1.479 -0.206 -0.229 -0.002 -0.351 0.00
H -0.002 0.397 -0.566 -0.737 -0.754 -0.545 0.00
C 4.746 -2.086 -3.557 -0.783 0.612 -0.118 0.00
C 5.528 -1.132 -2.694 2.802 0.206 -0.326 0.00
O 6.762 -0.943 -2.951 -3.354 -0.278 1.240 0.00
N 4.812 -0.442 -1.771 -0.621 -0.947 -0.569 0.00
C 5.406 0.444 -0.850 0.748 1.394 0.695 0.00
H 4.983 -1.633 -4.520 -0.178 -0.844 -0.461 0.00
H 3.669 -2.010 -3.406 -0.129 0.331 0.052 0.00
H 4.921 -3.159 -3.474 0.839 0.284 -0.076 0.00
H 3.850 -0.695 -1.596 0.209 -0.119 -0.293 0.00
H 4.717 1.063 -0.274 -0.689 -0.625 -0.039 0.00
H 5.933 1.237 -1.380 0.699 -0.386 -0.049 0.00
H 6.024 -0.120 -0.152 0.415 0.359 0.001 0.00
C 0.826 3.572 3.524 0.245 1.018 0.499 0.00
C 1.839 4.112 2.473 -2.597 -1.785 -1.373 0.02
O 1.521 4.134 1.282 0.892 0.442 0.601 0.02
N 3.073 4.367 2.873 1.364 0.599 1.208 0.00
C 4.247 4.456 2.031 0.235 0.541 -0.556 0.00
H 0.382 4.388 4.093 -0.283 0.518 -0.518 0.00
H 1.248 3.042 4.378 0.629 -0.557 -0.400 0.00
H 0.003 3.005 3.090 0.326 0.135 -0.376 0.00
H 3.252 4.274 3.862 -0.003 -0.028 -0.139 0.00
H 4.022 4.690 0.991 -0.640 -0.802 -0.002 0.00
H 4.823 3.538 2.150 0.175 0.062 -0.344 0.00
H 4.882 5.320 2.227 0.022 -0.040 0.896 0.00
C -4.700 2.916 0.819 -0.036 -0.362 -0.012 0.00
C -4.629 2.769 -0.697 2.214 -0.606 1.470 0.00
O -5.495 3.061 -1.444 -3.703 0.997 -2.232 0.00
N -3.478 2.262 -1.145 1.870 -1.881 -1.178 0.00
C -3.169 1.822 -2.563 -0.498 2.214 0.636 0.00
H -5.700 2.740 1.217 -0.210 0.074 -0.438 0.00
H -4.410 3.924 1.118 0.345 -0.164 0.037 0.00
H -4.076 2.129 1.242 0.343 0.426 0.332 0.00
H -2.701 2.191 -0.505 0.441 -0.043 0.076 0.00
H -2.146 1.482 -2.725 -0.168 -0.697 0.951 0.00
H -3.108 2.708 -3.196 -0.457 0.393 0.011 0.00
H -3.943 1.203 -3.018 0.110 -0.335 0.430 0.00
C -0.673 -8.723 -0.727 1.280 -0.055 1.975 0.00
O -0.802 -7.426 -1.325 0.596 0.786 0.057 0.00
P -0.420 -6.065 -0.481 0.178 -1.186 0.961 0.00
O 0.322 -6.198 0.798 -0.417 -0.403 -1.332 0.00
O 0.242 -5.109 -1.553 -0.698 -0.567 -0.140 0.00
C 0.350 -3.702 -1.265 0.709 0.313 0.763 0.00
O -1.873 -5.487 -0.222 0.607 1.054 -2.746 0.00
C -2.479 -5.551 0.972 -1.879 -1.055 4.163 0.00
H -1.285 -8.845 0.167 -0.572 0.275 -0.204 0.00
H 0.325 -8.817 -0.298 0.289 0.126 -0.141 0.00
H -0.781 -9.636 -1.312 -0.477 0.864 -1.026 0.00
H -0.297 -3.106 -1.909 -0.023 -0.268 0.072 0.00
H 1.393 -3.397 -1.351 0.048 -0.219 -0.702 0.00
H 0.203 -3.484 -0.207 -0.712 -0.162 0.034 0.00
H -2.241 -6.447 1.544 0.606 -0.211 -0.053 0.00
H -3.565 -5.645 0.988 -0.269 0.272 -1.242 0.00
H -2.327 -4.747 1.692 0.696 0.480 -0.449 0.00
C 1.678 4.686 -4.899 0.394 0.608 -0.293 0.00
O 2.303 3.557 -4.349 0.333 -1.389 1.239 0.00
P 2.699 3.512 -2.812 -0.016 -2.501 0.429 0.02
O 1.709 4.056 -1.845 1.880 -0.478 -1.028 -0.05
O 3.027 1.846 -2.683 0.211 3.791 -0.046 0.00
C 1.876 1.042 -2.678 -1.093 -1.051 -0.155 0.00
O 4.181 4.128 -2.794 -1.507 -4.984 -0.261 0.00
C 4.429 5.440 -2.682 0.302 2.174 1.283 0.00
H 2.457 5.132 -5.517 -0.325 0.399 -0.312 0.00
H 1.420 5.364 -4.085 -0.691 0.143 -0.354 0.00
H 0.855 4.319 -5.513 -0.150 0.474 0.250 0.00
H 0.926 1.564 -2.790 0.070 0.408 0.219 0.00
H 1.812 0.450 -1.765 0.145 0.214 0.197 0.00
H 1.897 0.323 -3.497 0.361 0.048 -0.246 0.00
H 5.459 5.493 -2.330 0.151 0.599 -0.505 0.00
H 3.815 5.785 -1.850 -0.153 0.944 -0.204 0.00
H 4.219 5.924 -3.636 0.284 0.588 0.210 0.00
Cl -5.637 -0.290 4.519 0.204 1.326 0.443 0.00
C -5.917 -1.850 3.865 0.341 -1.438 -1.683 0.00
C -7.217 -2.398 4.299 -0.222 -1.006 1.267 0.00
Cl -7.218 -4.204 4.054 -0.155 0.438 -0.306 0.00
H -5.124 -2.538 4.158 0.098 0.242 -0.089 0.00
H -6.014 -1.819 2.780 0.834 0.317 -0.079 0.00
H -8.037 -1.955 3.735 -0.133 -0.158 0.545 0.00
H -7.216 -2.321 5.386 -0.915 0.302 -0.127 0.00
Cl -3.585 -2.208 -3.190 -0.232 -0.659 0.391 0.00
C -4.465 -3.032 -1.823 0.142 1.391 0.102 0.00
C -5.530 -2.020 -1.296 1.640 -0.380 -1.357 0.00
Cl -6.053 -2.776 0.158 -1.334 -0.504 1.429 0.00
H -3.770 -3.169 -0.994 0.290 0.140 -0.264 0.00
H -4.792 -4.038 -2.084 -0.386 0.393 -0.415 0.00
H -6.322 -1.764 -1.999 -0.090 -0.392 0.184 0.00
H -5.012 -1.098 -1.033 -0.023 -0.015 -0.080 0.00
Cl 4.716 -1.648 4.843 -0.508 -0.215 -0.610 0.00
C 4.100 -0.614 3.499 -0.733 0.923 0.517 0.00
C 3.679 0.774 4.116 1.434 -0.536 -0.404 0.00
Cl 5.133 1.420 5.024 -0.585 0.302 -0.320 0.00
H 3.240 -1.027 2.971 -0.234 -0.378 0.639 0.00
H 4.867 -0.629 2.724 0.262 0.743 0.386 0.00
H 2.861 0.744 4.836 0.170 -0.502 -0.119 0.00
H 3.429 1.532 3.373 0.101 -0.279 -0.186 0.00
```
Forces are in eV/Å.

***

# 3
Entry from OMol25: C20H26N5S2Sn as an isolated structure (the ωB97M-V functional and the def2-TZVPD basis).

Results
Charge: +3
LUMO energy (eV): -9.0
Largest force on an atom (eV/A): 0.30
Calculated total energy (eV): -56091.47195

```
54
Properties=species:S:1:pos:R:3:forces:R:3:nbo_charge:R:1
Sn -0.001 0.279 -1.773 -0.123 0.097 -0.044 1.47
C -3.748 0.964 -2.073 0.001 0.013 0.027 -0.66
C -2.754 -0.095 -2.437 0.022 0.116 -0.208 0.00
C -2.393 -1.097 -1.525 0.173 -0.243 -0.005 -0.33
C -1.645 -2.215 -1.951 -0.030 0.051 0.082 -0.20
C -1.195 -2.304 -3.256 0.034 -0.057 0.046 -0.17
C -1.460 -1.260 -4.139 0.042 -0.058 -0.110 -0.17
C -2.220 -0.168 -3.737 -0.177 0.053 0.151 -0.26
H -4.745 0.617 -2.356 0.000 0.004 -0.005 0.28
H -3.565 1.894 -2.610 0.001 0.022 -0.003 0.23
H -3.766 1.159 -1.002 -0.012 -0.004 -0.003 0.23
H -2.812 -1.089 -0.524 0.007 0.052 0.006 0.26
H -1.450 -3.015 -1.250 0.012 -0.012 0.005 0.25
H -0.642 -3.171 -3.590 -0.003 -0.005 0.010 0.25
H -1.102 -1.312 -5.160 0.006 0.000 0.001 0.26
H -2.478 0.599 -4.458 0.015 0.020 0.011 0.26
S 0.642 -1.590 1.201 0.017 -0.015 -0.005 0.17
C 1.467 -0.003 1.289 -0.002 -0.019 -0.008 0.04
C 2.426 0.288 2.240 0.015 0.070 -0.008 -0.22
C 2.977 1.562 2.255 -0.022 -0.016 -0.021 -0.09
C 2.531 2.501 1.336 0.009 -0.038 0.049 -0.21
C 1.558 2.128 0.429 0.059 0.027 0.031 0.06
N 1.035 0.892 0.388 -0.022 -0.058 -0.022 -0.60
H 2.736 -0.459 2.957 -0.008 -0.007 0.001 0.25
H 3.735 1.820 2.983 0.000 0.004 -0.002 0.26
H 2.928 3.505 1.320 0.003 -0.001 -0.005 0.27
H 1.184 2.834 -0.302 0.057 -0.021 0.018 0.23
N -2.692 6.031 -1.597 0.002 -0.003 0.002 -0.70
C -2.110 4.839 -1.597 -0.007 -0.002 -0.016 0.29
C -2.070 4.028 -0.433 0.018 -0.005 -0.001 -0.29
C -1.459 2.812 -0.480 -0.061 0.037 -0.033 0.05
N -0.872 2.314 -1.597 0.015 -0.005 0.101 -0.78
C -0.909 3.084 -2.714 0.000 -0.026 -0.020 0.06
C -1.497 4.311 -2.762 0.013 0.011 0.007 -0.29
H -3.129 6.404 -0.769 -0.002 0.002 -0.005 0.43
H -2.714 6.606 -2.424 -0.003 0.002 0.002 0.43
H -2.520 4.367 0.489 0.000 -0.002 0.004 0.25
H -1.418 2.190 0.406 -0.026 0.001 -0.016 0.22
H -0.433 2.679 -3.601 -0.009 -0.005 -0.011 0.22
H -1.484 4.876 -3.684 0.002 0.001 0.000 0.26
C 1.460 -3.798 5.094 0.002 -0.002 -0.005 -0.45
N 1.444 -3.224 3.744 -0.006 0.001 0.017 -0.54
C 2.258 -3.606 2.786 -0.020 0.017 -0.014 0.38
S 2.185 -2.938 1.135 -0.002 0.008 0.005 0.23
N 3.179 -4.525 2.970 -0.006 -0.006 0.005 -0.53
C 4.125 -5.001 1.950 0.019 -0.006 -0.002 -0.44
H 0.700 -3.297 5.685 0.001 -0.001 0.002 0.26
H 2.429 -3.634 5.566 0.000 0.000 0.002 0.23
H 1.227 -4.863 5.062 -0.001 0.001 -0.001 0.23
H 0.727 -2.553 3.511 -0.001 -0.008 -0.013 0.43
H 3.207 -4.983 3.871 0.011 0.014 0.003 0.44
H 4.631 -4.159 1.480 0.002 -0.006 -0.001 0.23
H 3.616 -5.611 1.204 -0.005 0.009 -0.003 0.24
H 4.874 -5.609 2.449 -0.007 -0.002 0.001 0.26
```
Forces are in eV/Å.